i:
16
Properties=species:S:1:pos:R:3:mulliken_charge:R:1 method="wB97M-V/def2-TZVPD" lumo_ev=3.835 total_charge=-1
C 0.06608 -1.25763 -3.01092 -0.94
C -0.68110 -0.43413 -1.95104 0.61
O -1.61388 -0.98131 -1.35161 -0.71
O -0.14053 0.68760 -1.84128 -0.77
H 0.75090 -0.61804 -3.61316 0.27
H -0.54519 -1.64979 -3.72342 0.34
H 0.75545 -1.96469 -2.47408 0.18
C -0.76390 0.12508 2.22200 -0.79
C 0.63183 0.43883 2.15337 0.57
O 1.47024 0.25935 3.01395 -0.64
N 0.99495 1.21116 0.99179 -0.36
H 1.91487 1.52805 0.80735 0.19
H 0.51452 1.19802 0.11716 0.29
H -1.36967 1.16358 2.32392 0.18
H -0.94325 -0.48634 3.08828 0.32
H -1.28638 -0.60692 1.48254 0.25

---

ii:
16
Properties=species:S:1:pos:R:3:mulliken_charge:R:1 method="wB97M-V/def2-TZVPD" lumo_ev=3.485 total_charge=-1
C 1.96570 0.16953 -2.70022 -0.93
C 0.57498 0.38502 -2.11941 0.65
O -0.34001 0.78000 -2.83242 -0.67
N 0.46153 0.14747 -0.80501 -0.22
H -0.43565 0.13324 -0.33473 0.16
H 1.21198 -0.31082 -0.31512 0.19
H 2.51106 -0.61663 -2.17366 0.32
H 2.56131 1.08571 -2.61289 0.22
H 1.87012 -0.09480 -3.74058 0.28
C -1.89825 0.28856 2.49745 -0.75
C -0.96389 -0.95604 2.51644 0.51
O -0.11348 -1.01947 1.59769 -0.66
O -1.14939 -1.73974 3.46702 -0.73
H -2.89972 0.02298 2.81347 0.27
H -1.91118 0.76274 1.51906 0.21
H -1.44513 0.96227 3.22291 0.15

---

Of them, the most stable is ii and the least stable is i.

---

i:
18
Properties=species:S:1:pos:R:3:mulliken_charge:R:1 method="wB97M-V/def2-TZVPD" lumo_ev=0.857 smiles="NN1C=C[C@H]2C=N[C@@H]1C=N2"
N -0.72911 1.92917 -1.46141 -0.85
N -0.15503 1.07965 -0.49057 0.31
C -0.97703 0.76895 0.57407 -0.02
C -0.82964 -0.28868 1.40174 -0.76
C 0.35742 -1.26042 1.17032 0.10
C 0.05871 -2.00837 -0.11233 0.01
N 0.20158 -1.40729 -1.20391 -0.61
C 0.70681 -0.03773 -1.08176 -0.21
C 1.74246 0.06825 -0.00300 -0.11
N 1.64978 -0.48123 1.14061 -0.59
H -1.58192 1.66422 -1.97308 0.25
H -1.08436 2.77167 -0.94284 0.27
H -1.66549 1.55385 0.88631 0.30
H -1.28388 -0.23567 2.39434 0.33
H 0.41574 -2.11258 1.92423 0.35
H -0.37458 -3.00902 -0.08316 0.38
H 1.02061 0.22492 -2.12615 0.41
H 2.52792 0.78031 -0.01341 0.44

---

ii:
18
Properties=species:S:1:pos:R:3:mulliken_charge:R:1 method="wB97M-V/def2-TZVPD" lumo_ev=0.931 smiles=C#Cc1ccn(N(C)N)n1
C 4.22545 0.62307 0.27171 -0.26
C 3.02699 0.38088 0.16696 -0.60
C 1.75738 -0.14350 -0.12346 0.62
C 1.33114 -1.46794 -0.25570 -0.49
C -0.02209 -1.45508 -0.45621 -0.31
N -0.40132 -0.13251 -0.27002 1.01
N -1.67757 0.43025 -0.50916 -0.20
C -2.66887 -0.22732 0.29246 -0.78
N -1.67708 1.81143 -0.15161 -0.60
N 0.68097 0.68525 -0.13713 -0.94
H 5.13463 0.96039 0.64758 0.43
H 2.16967 -2.25295 -0.26965 0.29
H -0.54319 -2.37731 -0.54323 0.37
H -3.72816 0.10353 0.14773 0.30
H -2.79627 -1.22310 0.00479 0.30
H -2.26271 -0.25675 1.38938 0.31
H -1.25305 2.16238 0.73077 0.27
H -1.29591 2.37928 -0.93518 0.27

---

Of them, the most stable is i and the least stable is ii.

---

i:
22
Properties=species:S:1:pos:R:3:mulliken_charge:R:1 method="wB97M-V/def2-TZVPD" lumo_ev=-0.256
C -2.80385 -0.67093 1.07158 -1.09
N -1.62070 -0.13437 0.56891 0.16
C -0.61364 0.32730 1.49480 -0.39
C 0.65103 -0.00797 1.17613 -0.27
C 1.87465 0.54471 1.25178 0.15
F 2.29789 1.40819 2.20726 -0.32
C 2.79422 0.43637 0.17090 -0.18
N 2.69049 -0.20920 -1.02518 -0.56
C 1.84089 -0.55709 -1.92612 0.23
O 0.57644 -0.27453 -2.20576 -0.33
C -0.32818 0.52577 -1.50209 -0.64
C -1.38787 -0.36380 -0.71651 0.51
O -1.98558 -1.10016 -1.46529 -0.58
H -3.62387 -0.32896 0.53647 0.37
H -2.75862 -1.78493 1.27376 0.30
H -2.88785 -0.29092 2.08995 0.39
H -0.80360 1.10385 2.26641 0.38
H 0.85491 -0.70042 0.29187 0.33
H 3.66213 0.95082 0.29319 0.51
H 2.24929 -1.22321 -2.82780 0.29
H -0.93369 1.18502 -2.20206 0.27
H 0.25552 1.16447 -0.82221 0.48

---

ii:
22
Properties=species:S:1:pos:R:3:mulliken_charge:R:1 method="wB97M-V/def2-TZVPD" lumo_ev=-0.461
C 1.57880 -2.00809 0.30845 -1.03
N 1.05318 -0.63706 0.08921 -0.05
C -0.27507 -0.48697 -0.31191 -0.06
C -1.40665 -1.12561 0.28611 -0.30
C -2.59438 -0.52656 0.01737 0.22
F -3.73801 -1.28977 0.17440 -0.31
C -2.80688 0.85180 -0.12042 -0.42
N -1.88528 1.75563 0.08888 -0.52
C -0.63787 1.53779 -0.32450 0.11
O 0.37794 2.19557 0.33342 -0.43
C 1.67920 1.79371 -0.12541 -0.29
C 2.00023 0.33293 0.12594 0.47
O 3.16383 0.06368 0.40262 -0.67
H 2.37264 -2.09451 -0.35742 0.38
H 2.09328 -2.25185 1.27853 0.27
H 0.74667 -2.72586 0.21971 0.36
H -0.20150 -0.58993 -1.38242 0.43
H -1.37275 -1.76260 1.13941 0.36
H -3.72450 1.11834 0.21172 0.47
H -0.55141 1.55063 -1.39907 0.43
H 2.32313 2.32830 0.52306 0.32
H 1.80540 1.97043 -1.17766 0.25

---

Of them, the most stable is ii and the least stable is i.

---

i:
15
Properties=species:S:1:pos:R:3:mulliken_charge:R:1 method="wB97M-V/def2-TZVPD" lumo_ev=-4.647 total_charge=+1
N -1.47011 -1.95487 0.83432 -0.18
C -1.45633 -1.18108 -0.05910 0.32
N -1.70448 -0.10623 -0.75449 -0.25
C -1.60215 1.22196 -0.05025 -0.35
N -0.39635 1.57035 0.54132 -0.38
C 0.67846 0.93524 0.56539 -0.08
S 1.24963 -0.51481 -0.32303 -0.04
N 2.96063 -0.34372 -0.05817 -0.51
H -0.81939 -2.59800 1.24904 0.35
H -1.52594 -0.37409 -1.79326 0.37
H -2.44545 1.20703 0.61666 0.34
H -1.70133 1.93960 -0.92162 0.36
H 1.49948 1.28171 1.19163 0.46
H 3.34200 -1.24563 -0.23014 0.29
H 3.39132 0.16253 -0.80832 0.29

---

ii:
15
Properties=species:S:1:pos:R:3:mulliken_charge:R:1 method="wB97M-V/def2-TZVPD" lumo_ev="-5.788 / -5.787" total_charge=+1
C 0.59618 -1.29906 0.48621 -0.66
C -0.58736 -1.88283 -0.01330 -0.01
C 1.29164 -0.15377 -0.18632 0.37
N 2.50308 -0.09273 -0.33471 -0.55
N 0.35770 0.83029 -0.60885 -0.20
N -1.69621 1.67149 0.24126 -0.70
N -0.90037 0.59712 -0.01071 0.41
S -1.64923 -0.81150 -0.72508 0.15
H 1.24805 -1.94969 1.21794 0.36
H -0.86340 -2.87631 0.14617 0.45
H 2.93564 0.62415 -0.96290 0.28
H 0.56159 1.71297 -0.95401 0.22
H -1.40813 2.60281 -0.04947 0.20
H -2.55446 1.66475 0.69328 0.20
H 0.16530 -0.63769 1.06050 0.49

---

iii:
15
Properties=species:S:1:pos:R:3:mulliken_charge:R:1 method="wB97M-V/def2-TZVPD" lumo_ev=-4.809 smiles="N[C@H]1[NH+]=CN=CNS1" total_charge=+1
N 2.51544 0.11173 0.46095 -0.73
C 0.95003 0.18574 -0.39428 0.04
N 0.44047 -1.20077 -0.30891 -0.18
C -0.82490 -1.58889 0.00382 0.10
N -1.92051 -0.92563 -0.00022 -0.46
C -2.19563 0.33013 0.00479 0.16
N -1.45066 1.41218 0.20646 -0.22
S 0.25802 1.43377 0.60427 -0.01
H 3.19760 0.14563 -0.31343 0.28
H 2.86824 0.93625 0.98916 0.29
H 1.11383 0.61557 -1.43784 0.32
H 1.19986 -1.79132 -0.05574 0.31
H -1.11882 -2.51098 0.35997 0.44
H -3.18896 0.50809 -0.41447 0.38
H -1.84400 2.33851 0.29547 0.27

---

Of them, the most stable is iii and the least stable is ii.